ORCA calculation (wB97M-V/def2-TZVPD) on a 6-piece molecular cluster, C45H97N5O6 overall at a distorted geometry.

The geometry in ORCA input format:
```
! RIJCOSX wB97M-V def2-TZVPD def2/J DEFGRID3
* xyz 0 1
C -14.46262 16.12400 -17.80327
C -13.48095 15.54235 -16.75106
C -13.86097 14.11190 -16.43276
C -12.08510 15.58491 -17.38432
C -11.39925 16.95000 -17.27500
C -11.44554 17.49023 -15.85376
C -12.88743 17.57373 -15.32624
C -12.75984 17.87177 -13.81171
C -13.57898 18.78537 -15.98938
N -13.48097 16.27081 -15.48024
O -14.82501 16.29313 -14.95156
H -14.12372 17.07198 -18.20407
H -14.48565 15.39895 -18.61909
H -15.45002 16.20933 -17.34873
H -13.70645 13.49576 -17.31955
H -13.25132 13.79211 -15.58361
H -14.90968 14.02130 -16.15044
H -11.44241 14.89180 -16.81943
H -12.14776 15.28066 -18.42693
H -10.34972 16.78157 -17.52888
H -11.86501 17.65671 -17.96495
H -11.05667 18.50273 -15.95901
H -10.83152 16.86973 -15.20085
H -13.77327 17.96594 -13.40826
H -12.35513 18.87560 -13.64436
H -12.09315 17.13135 -13.37299
H -13.96492 18.48546 -16.96365
H -12.98008 19.68941 -16.02608
H -14.47455 19.06494 -15.41662
H -14.82796 15.62390 -14.25141
C -12.63320 17.16837 -7.63182
C -12.71976 18.25446 -8.70469
C -11.58021 19.21590 -8.55655
C -12.58805 17.64702 -10.07064
C -13.79509 16.79815 -10.47457
C -15.03672 17.68948 -10.39210
C -15.23783 18.47331 -9.12449
C -16.13471 19.63483 -9.41992
C -15.97335 17.58354 -8.10622
N -13.96752 18.99837 -8.62153
O -14.10616 19.68719 -7.44184
H -11.75756 16.52963 -7.79977
H -12.58411 17.57384 -6.61904
H -13.47864 16.48222 -7.66319
H -11.50101 19.59832 -7.52552
H -10.61708 18.69017 -8.61910
H -11.63792 20.08752 -9.19785
H -12.53224 18.40045 -10.86620
H -11.68240 17.03521 -10.15194
H -13.75566 16.25934 -11.42559
H -13.91199 15.90651 -9.82476
H -15.89656 17.01405 -10.53174
H -15.13256 18.34624 -11.26249
H -15.84533 20.19232 -10.31263
H -16.28898 20.32595 -8.59029
H -17.15934 19.28770 -9.62786
H -15.66578 16.53911 -8.05344
H -17.05250 17.57884 -8.29809
H -15.94284 17.99763 -7.08921
H -14.22202 19.00898 -6.74439
C -16.20331 12.69290 -8.49898
C -15.34168 12.50865 -9.76282
C -13.91260 12.98518 -9.54073
C -15.23685 10.98400 -10.01160
C -16.42924 10.37660 -10.69837
C -16.66756 11.12198 -12.00447
C -16.88918 12.63825 -11.79900
C -16.80025 13.25144 -13.19627
C -18.29901 12.80106 -11.19822
N -15.82892 13.15670 -10.97665
O -16.06847 14.54070 -10.71251
H -17.03738 11.99605 -8.46083
H -15.61975 12.56844 -7.58998
H -16.57506 13.72572 -8.52978
H -13.23899 12.58876 -10.29684
H -13.91343 14.07693 -9.57706
H -13.53176 12.70623 -8.55819
H -14.35710 10.85261 -10.66516
H -14.98680 10.40754 -9.11643
H -16.32664 9.30440 -10.90342
H -17.30382 10.39402 -10.03442
H -17.56768 10.69239 -12.45009
H -15.81356 10.92386 -12.65502
H -16.98362 14.33235 -13.03101
H -17.64378 12.98145 -13.82400
H -15.79552 13.14588 -13.58049
H -19.01975 12.39405 -11.90880
H -18.54721 13.87377 -11.15269
H -18.42238 12.41499 -10.19544
H -15.21958 14.97351 -10.88941
C -7.26780 12.67856 -12.09646
C -8.47004 12.57418 -11.19250
C -9.63472 12.00452 -12.02483
C -8.21989 11.59884 -10.07893
C -7.53446 12.26752 -8.90469
C -8.51904 13.26870 -8.32414
C -9.27740 14.16878 -9.30018
C -10.76943 13.94968 -9.11012
C -8.93419 15.63356 -9.05712
N -8.83661 13.86802 -10.66781
O -9.55066 14.60872 -11.64970
H -7.15952 11.71470 -12.60107
H -7.41796 13.41092 -12.89448
H -6.35369 12.94084 -11.56421
H -9.62033 12.37420 -13.04766
H -9.52540 10.91776 -12.07306
H -10.56456 12.24191 -11.51586
H -9.11182 11.07794 -9.70084
H -7.62127 10.74807 -10.42923
H -7.20459 11.54582 -8.16276
H -6.66175 12.81870 -9.27644
H -8.10946 13.84230 -7.48314
H -9.21654 12.63575 -7.74417
H -10.91935 14.00545 -8.03063
H -11.04124 12.94299 -9.42948
H -11.39953 14.66047 -9.64545
H -7.88414 15.86985 -9.18533
H -9.34331 15.95019 -8.08817
H -9.51559 16.25196 -9.75314
H -8.89038 15.18081 -12.06351
C -13.42942 6.85807 -14.96308
C -12.33680 7.40953 -14.05135
C -12.24368 6.54319 -12.79723
C -11.00439 7.31634 -14.75995
C -10.61820 8.52380 -15.60403
C -10.88676 9.83136 -14.88343
C -12.31745 9.96181 -14.40603
C -12.54171 11.16600 -13.50373
C -13.21228 10.08561 -15.61518
N -12.56787 8.77214 -13.57716
O -13.93204 8.82189 -13.11818
H -14.40297 6.60628 -14.53672
H -13.79074 7.71174 -15.57025
H -13.06994 6.15488 -15.70727
H -13.14617 6.59870 -12.18579
H -12.21301 5.47304 -13.05337
H -11.32501 6.74609 -12.24673
H -10.20304 7.17184 -14.02489
H -10.91395 6.43212 -15.39655
H -9.57204 8.41352 -15.88949
H -11.19472 8.54527 -16.53386
H -10.67806 10.62196 -15.61524
H -10.21130 9.98625 -14.03551
H -12.06597 12.08024 -13.85422
H -12.23595 10.94406 -12.48069
H -13.62651 11.31118 -13.46561
H -13.07018 11.06519 -16.08973
H -14.28245 10.06871 -15.37275
H -13.07305 9.33360 -16.38985
H -13.83001 9.00925 -12.17430
O -12.55786 14.32959 -12.43908
H -13.02299 13.53870 -12.75773
H -11.86808 13.99168 -11.84257
*
```

As for the LUMO energy: 0.01581 Ha. The value obtained for the largest force on an atom is 0.05223 Eh/bohr. Its HOMO energy is -8.1 eV. The gap between HOMO and LUMO comes out at 8.6 eV. The calculation puts the energy above the lowest of the compared OMol25 structures with the same formula, charge and spin at 128.7 kJ/mol. As for the total energy: -2497.77481 a.u.